C44H65BrClFIN4O7RbSi2Te as an isolated structure in a non-equilibrium geometry, computed with ωB97M-V/def2-TZVPD.

Output
HOMO	-7.24	eV
energy relative to the best compared isomer or geometry (same formula, charge and spin)	127.60	kJ/mol
Kohn-Sham gap	7.310	eV

Each line ends with the Löwdin charge.
Positions of all 128 atoms, in Å:
Rb 0.039149 -0.499399 -0.299631  0.95
C -7.305164 -0.769211 2.085332  -0.05
C -6.557697 -2.064649 2.372068  -0.31
C -6.941212 -2.616372 3.735085  -0.15
C -6.271271 -3.961122 3.957475  -0.13
C -4.781553 -3.827251 3.773462  -0.13
C -3.923829 -4.708333 4.387329  0.05
C -2.547257 -4.566236 4.245414  -0.26
F -1.750314 -5.449416 4.872819  0.07
C -2.001950 -3.559112 3.508514  0.09
C -2.855669 -2.651571 2.863533  -0.03
C -2.270601 -1.578427 2.056956  -0.29
O -1.040184 -1.391001 1.968516  -0.12
C -3.210928 -0.774246 1.339157  -0.03
C -4.539179 -0.973168 1.488586  0.04
N -5.087165 -1.895265 2.317111  0.02
C -4.250395 -2.783701 2.983269  -0.07
C -2.611860 0.142155 0.291373  -0.79
O -2.492761 -0.375024 -0.840186  -0.22
O -2.182014 1.272096 0.650487  -0.16
H -8.360727 -0.929489 2.302339  0.09
H -7.235323 -0.458316 1.044326  0.08
H -6.942365 0.041382 2.720731  0.10
H -6.837725 -2.804276 1.613440  0.16
H -8.025662 -2.712288 3.784403  0.12
H -6.629295 -1.907619 4.508182  0.14
H -6.672167 -4.688571 3.244841  0.13
H -6.483002 -4.342463 4.956747  0.12
H -4.313428 -5.520660 4.989076  0.13
H -0.929217 -3.453877 3.417869  0.13
H -5.234098 -0.372076 0.922237  0.14
O 1.243457 -2.870638 1.997710  -0.25
H 0.375447 -2.428763 2.049764  -0.04
H 1.845670 -2.152059 2.230128  -0.01
O 1.360995 0.501257 -2.709479  -0.14
H 0.618159 0.533383 -3.323866  -0.03
H 1.972377 1.172971 -3.025911  0.05
O 0.782597 1.706138 0.788445  -0.23
H -0.116103 1.477781 1.087293  -0.02
H 0.616123 2.360871 0.096531  -0.01
Br 3.939032 -5.915300 -1.971252  0.71
C 2.402031 -5.555656 -3.017638  -0.74
C 2.355155 -6.106289 -4.291430  -0.14
C 1.254493 -5.883640 -5.101841  -0.09
C 0.198533 -5.114916 -4.637204  -0.09
C 0.250248 -4.566973 -3.366125  -0.16
C 1.352203 -4.775181 -2.540958  -0.72
I 1.346244 -3.906553 -0.631229  1.08
H 3.183037 -6.709338 -4.638491  0.10
H 1.225662 -6.310802 -6.096282  0.10
H -0.667787 -4.942067 -5.262866  0.10
H -0.574724 -3.968991 -3.000131  0.09
C 1.357217 4.437010 2.805352  -0.02
C 1.608491 4.625159 4.299895  -0.50
C 1.480769 6.129597 4.593673  -0.05
C 0.483070 3.927440 5.082688  -0.04
C 3.005955 4.093775 4.786237  -0.39
O 3.126965 4.402063 6.190783  -0.04
C 4.290143 4.753100 4.149175  -0.08
C 5.096826 4.371562 2.880026  -0.13
C 4.695589 4.911236 1.530011  -0.24
C 4.332109 4.098499 0.463427  -0.03
C 3.980026 4.653553 -0.767231  -0.09
C 4.004682 6.034611 -0.923686  -0.68
Cl 3.592437 6.751910 -2.453211  0.65
C 4.376596 6.854670 0.118332  -0.11
C 4.720777 6.289306 1.327237  -0.05
C 3.098585 2.532824 4.924562  -0.03
N 2.932518 1.541218 3.857536  -0.10
C 1.834290 0.789251 3.629970  -0.14
N 2.060657 -0.125582 2.714452  0.08
C 3.383432 0.093247 2.432366  -0.19
N 3.946724 1.074724 3.110768  0.11
H 0.299801 4.633736 2.600904  0.09
H 1.575722 3.432653 2.454099  0.06
H 1.941075 5.141930 2.214062  0.08
H 0.517587 6.477679 4.215447  0.09
H 2.250975 6.721210 4.097092  0.08
H 1.498469 6.344400 5.664992  0.09
H -0.446734 4.484184 4.949230  0.09
H 0.705649 3.890342 6.149373  0.09
H 0.301574 2.915600 4.719644  0.06
H 3.250637 5.352182 6.280780  0.09
H 5.001497 4.632444 4.968615  0.12
H 4.077461 5.821559 4.065998  0.10
H 5.194454 3.292690 2.820151  0.09
H 6.097972 4.769422 3.069097  0.12
H 4.310363 3.022937 0.585717  0.11
H 3.694758 4.018371 -1.598380  0.10
H 4.413896 7.927050 -0.022513  0.11
H 5.033144 6.939857 2.137865  0.12
H 2.353508 2.261190 5.667119  0.12
H 4.079466 2.360870 5.362074  0.14
H 0.892504 0.939476 4.133441  0.13
H 3.936567 -0.482669 1.704525  0.12
C -0.755320 2.643040 -6.803514  -0.18
Si -1.585792 2.098262 -5.209406  0.38
C -1.271102 0.252942 -4.976110  -0.18
C -3.436751 2.350773 -5.341924  -0.19
C -0.908902 3.082788 -3.775388  -0.57
Te -1.579310 2.246308 -1.879558  1.40
C -1.099496 4.070912 -0.824674  -0.54
Si -2.536654 5.271559 -0.808488  0.39
C -3.913833 4.520962 0.216125  -0.18
C -3.190749 5.627965 -2.529096  -0.19
C -1.960846 6.878621 -0.022002  -0.18
H -1.162318 2.110141 -7.667878  0.03
H 0.321910 2.456859 -6.770729  0.03
H -0.904198 3.714058 -6.968449  0.03
H -1.890547 -0.312955 -5.676879  0.04
H -1.542886 -0.080210 -3.966882  0.02
H -0.230509 -0.026165 -5.173331  0.03
H -3.848740 1.761606 -6.165801  0.03
H -3.682076 3.401322 -5.522861  0.03
H -3.934681 2.042457 -4.418610  0.02
H -1.286289 4.107304 -3.843753  -0.01
H 0.180115 3.140010 -3.798230  0.00
H -0.217168 4.485548 -1.287572  0.01
H -0.866072 3.799849 0.209642  0.00
H -4.115753 3.501158 -0.123392  0.02
H -4.835978 5.103244 0.137044  0.03
H -3.633390 4.466779 1.272264  0.03
H -3.482744 4.700196 -3.029737  0.01
H -2.451857 6.137116 -3.155375  0.03
H -4.073053 6.271127 -2.467578  0.03
H -1.561214 6.696163 0.980102  0.02
H -2.782367 7.595128 0.069353  0.03
H -1.170950 7.346168 -0.617455  0.03

Cartesian forces, eV/Å:
Rb 1.3461 -1.2203 -0.9739
C 0.0439 0.0072 0.0044
C -0.0813 0.0591 -0.0112
C 0.0635 -0.0814 0.0257
C 0.0461 0.0743 -0.0287
C -0.1060 -0.0273 0.0409
C -0.0190 -0.0095 0.0050
C 0.0018 0.0307 -0.0245
F 0.0044 -0.0309 0.0109
C 0.0518 0.0325 0.0305
C 0.0419 0.0738 0.0053
C -0.1889 -0.0232 0.0927
O -0.4174 -0.2709 0.3374
C 0.2061 -0.0719 0.0158
C -0.0114 0.1126 -0.0063
N -0.0273 -0.0367 -0.0091
C 0.0535 0.0129 0.0055
C -0.4669 0.1004 -0.0413
O -0.6915 -0.0196 0.2284
O 0.0128 -0.2374 0.1302
H -0.0027 0.0047 -0.0025
H -0.0156 0.0103 0.0224
H -0.0131 -0.0197 -0.0115
H 0.0294 -0.0274 -0.0144
H -0.0080 0.0112 -0.0026
H -0.0363 0.0172 -0.0064
H 0.0047 -0.0094 0.0050
H 0.0047 -0.0161 -0.0050
H 0.0159 0.0285 0.0176
H -0.0118 -0.0133 0.0060
H 0.0017 -0.0307 0.0173
O 0.0571 -0.1192 -0.1157
H -0.0539 0.0421 0.1233
H -0.0876 0.0760 0.1409
O 0.2316 -0.1505 -0.1142
H -0.0291 0.0669 0.0310
H 0.0093 -0.0143 0.0150
O 0.0796 0.7274 0.3955
H -0.0168 0.5085 0.2006
H 0.0202 -0.0024 0.0119
Br -0.0169 0.0170 -0.0100
C -0.0622 0.0484 0.0321
C -0.0139 -0.0132 -0.0170
C 0.0295 -0.0148 -0.0312
C -0.0250 0.0081 -0.0004
C -0.0170 0.0232 0.0171
C 0.0557 0.0542 0.0317
I 0.0928 -0.3157 -0.1347
H -0.0069 0.0130 0.0020
H 0.0023 -0.0047 0.0312
H 0.0110 0.0119 0.0176
H 0.0084 -0.0020 -0.0165
C 0.1430 0.0089 -0.0135
C 0.0795 0.0881 0.1453
C 0.0385 -0.0289 0.0482
C 0.0778 0.0026 -0.0227
C 0.0581 -0.3502 -0.7514
O -0.1325 -0.0778 -0.1085
C -0.2373 0.1847 0.0092
C -0.2377 -0.5150 0.0603
C -0.3191 0.2427 0.2590
C -0.1619 0.1280 -0.1865
C 0.0399 0.0945 0.1015
C -0.0690 -0.4906 -0.1974
Cl -0.0546 -0.0735 -0.0506
C 0.0650 0.3557 0.0464
C 0.0389 -0.0406 0.2544
C 0.2267 0.0213 0.1544
N -0.7266 0.3082 0.2328
C -0.1074 0.2061 -0.0595
N 1.0187 0.1964 0.1267
C -0.0998 0.1200 -0.0274
N -0.0264 -0.0883 -0.4534
H 0.0627 -0.0125 -0.0235
H 0.0203 -0.1434 -0.0411
H 0.1096 0.0216 -0.0819
H 0.0222 0.0015 0.0066
H -0.0052 0.0041 -0.0035
H -0.0062 0.0127 -0.0214
H 0.0175 -0.0334 -0.0242
H -0.0199 -0.0047 -0.0068
H -0.0079 0.0031 0.0122
H 0.0088 0.0179 -0.0265
H 0.0598 0.1053 -0.0393
H 0.0362 0.0767 0.1899
H 0.0614 -0.2357 -0.0173
H 0.0099 -0.1123 0.0788
H -0.0123 -0.0401 0.0429
H 0.0249 0.0717 0.0637
H -0.0248 -0.0259 -0.0079
H -0.0244 -0.0139 -0.0012
H 0.0710 0.0517 0.1473
H 0.0215 -0.1628 0.0301
H 0.0604 0.0541 0.0268
H -0.0123 0.0191 0.0771
C -0.0290 0.0110 0.0047
Si -0.0436 -0.0568 -0.2003
C 0.0220 0.0590 0.1006
C 0.0036 0.0478 0.0463
C -0.1242 0.0851 0.1093
Te -0.0232 0.7057 -0.5283
C -0.4227 -0.2045 0.1453
Si -0.1685 0.0683 0.1053
C 0.0380 -0.0384 0.0325
C 0.0893 -0.0226 -0.0755
C 0.0087 0.0047 -0.0082
H 0.0259 0.0236 0.0377
H -0.0400 0.0122 -0.0072
H 0.0135 -0.0507 -0.0104
H 0.0400 -0.0073 0.0142
H -0.0107 -0.0246 -0.0604
H -0.0391 -0.0028 0.0058
H 0.0099 0.0256 0.0282
H 0.0061 -0.0441 0.0113
H 0.0063 0.0146 -0.0423
H -0.0008 -0.0554 -0.0202
H 0.0908 -0.0373 0.0534
H 0.3976 0.1289 -0.1522
H -0.0214 0.0125 -0.0421
H -0.0159 0.0439 0.0236
H 0.0435 -0.0116 -0.0005
H -0.0124 -0.0133 -0.0514
H -0.0174 0.0490 0.0172
H -0.0362 -0.0203 0.0354
H 0.0301 -0.0216 0.0080
H -0.0133 0.0231 -0.0385
H 0.0407 -0.0274 -0.0033
H -0.0337 -0.0130 0.0391